[1]
Here is the molecule C8H10ClNO from the OMol25 dataset. Energies are from ωB97M-V with the def2-TZVPD basis set.

For the orbital gap, the calculation gives 10.18 eV. Its charge is 0. The maximum force is 3.0 eV Å⁻¹. The energy is -901.0023 Ha. The SMILES is NC[C@H](O)c1cccc(Cl)c1. For the energy above the lowest of the compared OMol25 structures with the same formula, charge and spin, the calculation gives 0.000 eV.

```
21
Properties=species:S:1:pos:R:3:forces:R:3:mulliken_charge:R:1
C 0.382 -1.435 1.803 -1.8 -1.0 0.9 -0.89
C -0.715 -0.515 1.301 0.7 1.0 -0.5 0.03
C -0.289 0.120 -0.071 -2.2 0.4 2.0 0.24
C -0.133 -0.679 -1.177 1.6 -1.1 0.1 -0.22
C 0.292 -0.177 -2.395 -0.7 1.7 -0.5 -0.59
C 0.374 1.229 -2.493 0.3 0.1 -0.6 -0.38
C -0.031 2.014 -1.396 0.2 1.4 -1.3 0.28
C -0.422 1.507 -0.171 0.5 0.4 -0.4 -0.41
H 1.735 -0.368 2.700 0.5 0.1 0.4 0.28
H 1.773 -0.186 1.160 0.4 0.9 -1.4 0.30
H 0.109 -1.854 2.814 0.2 0.5 -0.9 0.35
H 0.230 -2.265 1.125 0.7 -0.6 -0.2 0.42
H -0.885 0.356 1.975 0.0 -0.6 -0.1 0.28
H -2.420 -0.777 0.595 -1.2 0.4 -0.8 0.39
H -0.104 -1.740 -0.960 -0.3 -0.2 -0.4 0.29
H 0.413 -0.751 -3.322 0.2 -0.1 0.7 0.38
H 0.762 1.703 -3.446 -0.7 -0.5 1.4 0.30
H -0.794 2.202 0.621 0.6 -0.9 -0.6 0.30
N 1.698 -0.891 1.840 0.2 -0.4 1.2 -0.62
O -1.879 -1.309 1.148 0.8 -0.2 0.7 -0.50
Cl -0.096 3.814 -1.649 0.1 -1.4 0.2 -0.23
```
Forces are in eV/Å.

[2]
Here is a structure of composition C52H70AsBr2MoN4O3PS from the OMol25 dataset. Energies are from ωB97M-V with the def2-TZVPD basis set.

As for the spin multiplicity: 3. As for the expectation value of S²: 2.02. For the orbital gap (spin up / spin down), the calculation gives 5.81 / 5.32 eV. Its charge is +2. The maximum force is 0.6 eV Å⁻¹. The energy is -10659.4096 Ha. For the energy above the lowest of the compared OMol25 structures with the same formula, charge and spin, the calculation gives 0.000 eV.

```
135
Properties=species:S:1:pos:R:3:forces:R:3:mulliken_charge:R:1
Mo 0.003 -0.393 -1.491 -0.2 0.1 0.0 0.59
C -6.274 2.185 2.862 0.0 0.0 0.0 -1.80
C -4.911 2.780 3.241 0.0 0.0 0.0 1.68
C -4.537 2.335 4.660 0.0 0.0 0.0 -1.39
C -5.020 4.304 3.227 0.0 0.0 0.0 -2.02
C -3.858 2.269 2.262 0.0 0.0 0.0 -0.30
C -3.603 0.902 2.170 0.0 0.0 0.0 -0.60
C -2.672 0.443 1.274 0.0 0.0 0.1 0.16
Br -2.264 -1.402 1.314 0.0 -0.1 -0.1 0.08
C -1.977 1.295 0.406 0.1 0.1 0.1 0.38
O -1.117 0.687 -0.455 0.4 0.0 -0.4 0.52
C -2.183 2.675 0.493 -0.1 0.0 0.0 -0.41
C -3.126 3.101 1.439 0.0 0.0 -0.1 -0.28
C -1.513 3.821 -0.289 0.1 0.1 0.0 2.14
C -0.750 4.709 0.713 0.0 0.0 -0.1 -1.75
C -2.612 4.664 -0.965 0.0 0.0 0.0 -1.87
C -0.495 3.415 -1.358 0.0 -0.1 0.0 -1.16
H -7.042 2.539 3.552 0.0 0.0 0.0 0.47
H -6.265 1.096 2.904 0.0 0.0 0.0 0.33
H -6.562 2.482 1.853 0.0 0.0 0.0 0.38
H -5.281 2.695 5.373 0.0 0.0 0.0 0.57
H -3.562 2.737 4.944 0.0 0.0 0.0 0.04
H -4.497 1.249 4.742 0.0 0.0 0.0 0.32
H -5.775 4.620 3.946 0.0 0.0 0.0 0.43
H -5.323 4.680 2.248 0.0 0.0 0.0 0.44
H -4.078 4.781 3.506 0.0 0.0 0.0 0.31
H -4.120 0.193 2.801 0.0 0.0 0.0 0.53
H -3.295 4.163 1.517 0.0 0.0 0.0 0.22
H -1.418 5.219 1.404 0.0 0.0 0.0 0.38
H -0.187 5.473 0.175 0.0 0.0 0.0 0.54
H -0.055 4.111 1.307 0.0 0.0 0.0 0.14
H -3.213 5.201 -0.234 0.0 0.0 0.0 0.37
H -3.297 4.048 -1.548 0.0 0.0 -0.1 0.38
H -2.163 5.408 -1.624 0.0 0.0 0.0 0.50
H 0.442 3.087 -0.914 0.0 0.0 0.0 -0.10
H -0.264 4.289 -1.968 0.0 0.0 0.0 0.83
H -0.855 2.629 -2.015 0.0 0.0 0.0 -0.72
O -2.086 -3.825 -1.388 0.0 0.0 0.0 -0.56
C -1.091 -3.186 -1.289 0.0 0.0 0.0 0.16
O -0.936 -2.004 -1.951 0.2 0.1 -0.1 -0.13
C 0.144 -3.638 -0.531 0.1 -0.1 -0.1 -0.88
P 1.239 -2.253 -0.059 -0.3 0.1 0.1 2.54
C 2.911 -2.808 -0.532 0.0 0.0 0.0 0.69
C 3.949 -2.914 0.393 0.0 0.1 -0.1 -0.87
C 5.194 -3.381 -0.007 0.0 0.0 0.0 -0.82
C 5.418 -3.752 -1.323 0.0 0.0 0.0 -0.78
C 4.384 -3.671 -2.246 0.0 0.0 0.0 -0.80
C 3.142 -3.202 -1.852 -0.1 -0.1 0.0 -0.30
C 1.290 -2.116 1.742 0.1 -0.1 0.0 1.04
C 2.100 -1.132 2.303 0.0 0.0 0.0 -0.72
C 2.251 -1.041 3.677 0.0 0.0 0.0 -0.43
C 1.598 -1.941 4.504 0.0 0.0 0.0 -0.95
C 0.798 -2.932 3.951 0.0 0.0 0.0 -0.91
C 0.641 -3.021 2.579 0.0 0.0 0.0 -0.77
H 0.714 -4.275 -1.216 0.0 0.0 0.0 0.47
H -0.151 -4.274 0.298 0.0 0.0 0.0 0.77
H 3.797 -2.652 1.428 0.0 0.0 0.0 0.45
H 5.986 -3.469 0.724 0.0 0.0 0.0 0.48
H 6.388 -4.122 -1.625 0.0 0.0 0.0 0.43
H 4.539 -3.985 -3.269 0.0 0.0 0.0 0.54
H 2.343 -3.182 -2.583 0.1 0.0 0.1 0.08
H 2.646 -0.447 1.667 0.0 0.0 0.0 0.39
H 2.873 -0.265 4.100 0.0 0.0 0.0 0.41
H 1.716 -1.877 5.577 0.0 0.0 0.0 0.39
H 0.303 -3.652 4.588 0.0 0.0 0.0 0.54
H 0.015 -3.806 2.180 0.0 0.0 0.0 0.18
Br 1.519 -3.574 -8.336 0.0 0.0 0.0 -0.11
C 1.554 -2.680 -6.686 0.0 0.0 0.0 -0.33
C 2.256 -1.488 -6.562 0.0 0.0 0.0 -0.84
C 2.286 -0.833 -5.343 -0.1 0.0 0.0 -0.64
C 1.609 -1.364 -4.246 0.0 0.0 0.0 -0.49
C 0.879 -2.538 -4.388 0.0 0.0 0.0 0.02
C 0.863 -3.203 -5.602 0.0 0.0 0.0 -0.89
N 1.673 -0.704 -2.972 0.1 0.2 0.2 2.53
C 2.799 -0.174 -2.639 -0.2 -0.1 -0.1 -0.79
C 2.880 0.631 -1.434 0.0 0.1 0.1 -0.43
C 4.054 1.200 -0.978 -0.1 0.0 0.0 -0.88
C 4.009 1.978 0.176 0.0 0.0 0.0 -1.08
C 2.802 2.142 0.831 0.0 0.0 0.0 -0.73
C 1.666 1.526 0.323 0.0 0.0 0.0 0.19
N 1.701 0.797 -0.796 0.0 -0.1 0.1 1.33
H 2.770 -1.071 -7.416 0.0 0.0 0.0 0.49
H 2.808 0.112 -5.270 0.0 0.0 0.0 0.56
H 0.314 -2.934 -3.556 0.1 0.0 -0.1 0.21
H 0.305 -4.123 -5.708 0.0 0.0 0.0 0.51
H 3.691 -0.304 -3.246 0.0 0.0 0.0 0.57
H 4.978 1.043 -1.516 0.0 0.0 0.0 0.66
H 4.911 2.442 0.553 0.0 0.0 0.0 0.48
H 2.709 2.723 1.738 0.0 0.0 0.0 0.67
H 0.708 1.610 0.820 0.0 0.0 0.0 -1.07
C -0.114 -2.017 8.721 0.0 0.0 0.0 -1.45
C -1.035 -1.692 7.554 0.0 0.0 0.0 -0.24
C -1.206 -0.193 7.343 0.0 0.0 0.0 0.34
C -2.108 0.151 6.149 0.0 0.0 0.0 -1.60
N -1.385 0.433 4.918 0.1 0.0 -0.1 0.91
C -0.778 1.597 4.616 0.0 -0.1 0.1 -1.75
S 0.066 1.748 3.156 0.1 0.0 0.0 0.67
N -0.857 2.575 5.521 0.0 0.0 0.0 0.69
C -0.327 3.926 5.378 0.0 0.0 0.0 -0.43
C 0.502 4.347 6.585 0.0 0.0 0.0 -1.03
C 1.920 3.781 6.615 0.0 0.0 0.0 -0.50
C 2.018 2.260 6.694 0.0 0.0 0.0 -0.54
H -0.033 -3.091 8.881 0.0 0.0 0.0 0.41
H -0.486 -1.572 9.645 0.0 0.0 0.0 0.39
H 0.891 -1.626 8.552 0.0 0.0 0.0 0.28
H -2.017 -2.146 7.712 0.0 0.0 0.0 0.40
H -0.641 -2.135 6.636 0.0 -0.1 -0.1 0.05
H -0.224 0.263 7.174 0.0 0.0 0.0 -0.44
H -1.602 0.258 8.257 -0.1 0.0 0.0 0.51
H -2.756 1.000 6.376 0.0 0.0 0.0 0.24
H -2.785 -0.677 5.931 0.0 0.0 0.0 0.73
H -1.202 -0.311 4.261 -0.1 0.0 0.0 -0.18
H -1.275 2.359 6.413 0.0 0.0 0.0 0.31
H -1.165 4.613 5.229 0.0 0.0 0.0 0.19
H 0.276 3.942 4.471 0.0 0.0 0.0 0.33
H -0.032 4.091 7.507 0.0 0.0 0.0 0.37
H 0.563 5.438 6.574 0.0 0.0 0.0 0.40
H 2.443 4.216 7.469 0.0 0.0 0.0 0.37
H 2.451 4.134 5.726 0.0 0.0 0.0 0.27
H 1.401 1.869 7.507 0.0 0.0 0.0 0.23
H 3.045 1.954 6.891 0.0 0.0 0.0 0.49
H 1.699 1.784 5.764 0.0 0.0 0.0 -0.23
C -2.954 1.521 -3.408 0.0 -0.1 0.0 -1.15
As -1.286 0.577 -3.673 0.1 -0.1 0.1 0.76
C -1.856 -0.816 -4.892 0.0 0.0 0.0 -1.13
C -0.284 1.791 -4.803 -0.1 0.1 0.0 -0.91
H -3.383 1.699 -4.393 0.0 0.0 0.0 0.59
H -2.787 2.469 -2.907 0.0 0.0 0.0 0.20
H -3.636 0.911 -2.817 0.0 0.0 0.0 0.38
H -1.029 -1.118 -5.530 0.0 0.0 0.0 0.23
H -2.661 -0.415 -5.507 0.0 0.0 0.0 0.62
H -2.216 -1.672 -4.325 0.0 0.0 0.0 0.33
H -0.917 2.114 -5.629 0.0 0.0 0.0 0.47
H 0.593 1.289 -5.204 0.0 0.0 0.0 0.21
H 0.020 2.661 -4.224 0.0 0.0 0.0 0.32
```
Forces are in eV/Å.

[3]
Here is a structure of composition C3H6Cl3P from the OMol25 dataset. Energies are from ωB97M-V with the def2-TZVPD basis set.

For the orbital gap (spin up / spin down), the calculation gives 8.03 / 5.27 eV. Its charge is 0. The maximum force is 2.8 eV Å⁻¹. The energy is -1839.7467 Ha. For the energy above the lowest of the compared OMol25 structures with the same formula, charge and spin, the calculation gives 3.826 eV.

```
13
Properties=species:S:1:pos:R:3:forces:R:3:mulliken_charge:R:1
C 1.318 -0.003 -0.392 1.1 -0.8 0.5 -1.22
C -1.047 0.390 0.411 1.4 -1.2 2.0 -1.58
C 0.117 0.888 -0.408 -1.4 0.3 0.1 0.98
P -0.327 1.731 -1.990 -0.6 -0.1 -1.0 0.12
Cl 0.540 2.546 0.226 0.6 0.5 0.7 -0.17
Cl -2.360 1.885 -2.006 0.9 -0.1 0.2 -0.04
Cl -4.509 0.663 -2.731 0.1 -0.1 0.0 -0.39
H 1.245 -0.828 0.353 -0.1 0.8 -0.3 0.31
H 2.226 0.577 -0.196 -0.2 -0.2 0.1 0.37
H 1.515 -0.511 -1.319 -0.2 -0.1 -0.7 0.36
H -1.703 1.163 0.662 -1.0 1.4 0.2 0.52
H -0.587 0.063 1.440 -1.1 0.0 -1.9 0.37
H -1.681 -0.339 -0.096 0.5 -0.4 0.1 0.37
```
Forces are in eV/Å.

[4]
Here is the molecule C3H5NO from the OMol25 dataset. Energies are from ωB97M-V with the def2-TZVPD basis set.

For the orbital gap, the calculation gives 10.81 eV. Its charge is 0. The maximum force is 0.4 eV Å⁻¹. The energy is -247.2821 Ha. The SMILES is C1=NCCO1. For the energy above the lowest of the compared OMol25 structures with the same formula, charge and spin, the calculation gives 0.684 eV.

```
10
Properties=species:S:1:pos:R:3:forces:R:3:mulliken_charge:R:1
C 0.584 -0.091 -0.770 0.3 0.0 0.0 -0.31
C 0.631 -0.141 0.751 0.2 -0.1 0.0 -0.38
N -0.684 0.426 1.108 -0.3 -0.1 -0.3 -0.46
C -1.392 0.243 0.073 -0.1 0.1 0.3 0.07
O -0.818 -0.280 -1.041 -0.1 0.2 0.0 -0.35
H 0.827 0.929 -1.092 0.1 -0.1 -0.1 0.25
H 1.167 -0.821 -1.332 -0.1 0.0 0.2 0.28
H 0.670 -1.162 1.153 0.1 0.1 -0.1 0.25
H 1.465 0.429 1.168 -0.2 0.0 0.0 0.29
H -2.449 0.468 -0.020 0.1 0.0 0.1 0.36
```
Forces are in eV/Å.

> charge of number 2 (C52H70AsBr2MoN4O3PS)?

+2

> Which formula does entry 3 have?

C3H6Cl3P